Formula: C2H7N3O
Source: OMol25
Level of theory: ωB97M-V/def2-TZVPD

Positions of all 13 atoms, in Å:
C: -0.3836 -1.5445 -0.6912
N: -0.4430 -0.1253 -0.8294
N: -0.7894 0.4584 -2.0973
C: -0.0798 0.5162 0.3099
N: 0.7516 -0.0147 1.1187
O: 1.0019 0.7246 2.2245
H: 0.5910 -1.6945 -0.2406
H: -0.6366 -1.9344 -1.6640
H: -1.0555 -1.9352 0.0093
H: -1.6273 0.9783 -1.8755
H: -0.0624 1.1696 -2.3236
H: -0.3313 1.5176 0.3753
H: 1.2521 0.0424 2.8669

Atomic forces in eV per Å
C 1.13 0.36 -1.40
N -0.77 -0.28 0.07
N 0.81 0.71 1.67
C 1.55 0.10 -1.03
N -0.87 -1.70 -0.89
O 0.31 0.75 1.55
H 0.43 -1.16 -0.74
H 0.61 -0.63 -0.22
H -1.46 -0.31 1.19
H -0.37 0.29 -0.55
H -0.61 -0.77 0.11
H -0.77 2.17 0.43
H 0.03 0.50 -0.16

Computed properties:
**Frontier orbital gap**: 8.939 eV
**SMILES**: CN(N)/C=N/O
**Energy relative to the best compared isomer or geometry (same formula, charge and spin)**: 4.541 eV
**E_tot**: -319.78290 a.u.

Formula: C3H4BrNO
Source: OMol25
Level of theory: ωB97M-V/def2-TZVPD

Positions of all 10 atoms, in Å:
C: 0.2785 -1.2472 -0.0455
C: -0.9566 -0.3947 -0.0203
C: -0.1989 0.9136 -0.0863
N: 1.0263 0.3683 -0.6848
O: 0.7833 -2.2550 0.2567
Br: 2.6345 0.6616 0.1120
H: -1.6407 -0.4774 -0.8509
H: -1.4585 -0.5189 0.9104
H: -0.5254 1.7902 -0.5146
H: 0.0575 1.1596 0.9233

Atomic forces in eV per Å
C 1.83 2.34 -1.63
C -0.43 0.56 -0.18
C 2.24 -1.57 2.10
N -1.38 -3.85 -0.37
O -0.67 0.93 -0.24
Br 0.71 0.53 0.50
H -0.08 -0.73 -0.28
H -0.80 -0.28 0.65
H -1.26 1.57 -1.53
H -0.16 0.49 0.97

Computed properties:
**Frontier orbital gap**: 9.225 eV
**Energy relative to the best compared isomer or geometry (same formula, charge and spin)**: 2.629 eV
**E_tot**: -2820.61673 a.u.

Formula: CuI4
Source: OMol25
Level of theory: ωB97M-V/def2-TZVPD

Positions of all 5 atoms, in Å:
Cu: 0.0566 -0.1724 0.1273
I: 1.5735 -2.1245 1.3209
I: 1.5350 1.4110 -1.4717
I: -1.0725 2.0579 1.4420
I: -2.0927 -1.1721 -1.4185

Atomic forces in eV per Å
Cu -0.18 0.46 -0.16
I -0.26 0.36 -0.19
I -0.20 -0.29 0.37
I 0.34 -0.58 -0.29
I 0.29 0.06 0.27

Computed properties:
**Charge**: -2
**Frontier orbital gap (alpha / beta)**: 6.779 / 5.242 eV
**2S+1**: 2
**Expectation value of S²**: 0.7584
**Energy relative to the best compared isomer or geometry (same formula, charge and spin)**: 0.041 eV
**E_tot**: -2831.45323 a.u.

Formula: C26H30N4OS
Source: OMol25
Level of theory: ωB97M-V/def2-TZVPD

Positions of all 62 atoms, in Å:
C: -2.6447 -2.0878 2.6318
C: -3.6188 -1.2174 1.8444
N: -2.9259 -0.4008 0.8640
C: -2.5409 0.8707 1.1187
C: -2.8882 1.4589 2.4501
C: -1.8935 1.6159 0.1495
C: -1.6978 3.0759 0.2937
C: -2.2287 3.8924 -0.8624
O: -1.2389 3.6040 1.2856
C: -1.5103 0.9116 -1.0506
N: -0.6649 1.4249 -1.9719
C: 0.3837 2.3757 -1.6617
C: 1.7663 1.7262 -1.9440
N: 1.7633 0.2953 -1.7461
C: 1.5720 -0.0878 -0.3481
C: 1.6107 -1.5876 -0.1631
C: 0.8022 -2.1728 0.8015
C: 0.8377 -3.5381 1.0180
C: 1.6855 -4.3350 0.2690
C: 2.4976 -3.7584 -0.6927
C: 2.4640 -2.3926 -0.9063
C: 2.6691 0.4992 0.5141
C: 4.0008 0.4009 0.1300
C: 5.0011 0.9100 0.9369
C: 4.6837 1.5185 2.1402
C: 3.3596 1.6218 2.5281
C: 2.3578 1.1163 1.7176
C: 0.8547 -0.3430 -2.6943
C: -0.3108 0.5794 -3.0966
N: -1.9725 -0.2952 -1.2867
C: -2.6971 -0.9657 -0.4041
S: -3.2570 -2.4721 -0.7806
H: -3.1932 -2.6798 3.3590
H: -2.1307 -2.7625 1.9519
H: -1.9054 -1.4860 3.1575
H: -4.2071 -0.5852 2.5074
H: -4.2952 -1.8688 1.2826
H: -2.4166 2.4285 2.5684
H: -2.5430 0.8142 3.2551
H: -3.9677 1.5816 2.5435
H: -1.6301 4.7900 -0.9970
H: -2.2901 3.3250 -1.7846
H: -3.2353 4.2069 -0.5837
H: 0.2665 3.2752 -2.2769
H: 0.3241 2.6662 -0.6130
H: 2.5143 2.1805 -1.2923
H: 2.0628 1.9086 -2.9803
H: 0.6076 0.2675 0.0528
H: 0.1379 -1.5515 1.3861
H: 0.2004 -3.9820 1.7689
H: 1.7098 -5.4022 0.4320
H: 3.1593 -4.3767 -1.2817
H: 3.0862 -1.9451 -1.6653
H: 4.2437 -0.0655 -0.8115
H: 6.0330 0.8311 0.6273
H: 5.4659 1.9135 2.7715
H: 3.1033 2.1009 3.4615
H: 1.3246 1.2105 2.0233
H: 0.4547 -1.2538 -2.2496
H: 1.4260 -0.6165 -3.5889
H: -0.0316 1.2385 -3.9225
H: -1.1795 -0.0129 -3.3775

Atomic forces in eV per Å
C -0.13 0.15 -0.12
C -0.25 -0.43 0.55
N 0.19 0.26 -0.47
C 0.19 0.43 -0.15
C -0.03 0.17 0.06
C 0.20 -0.54 0.09
C -0.10 0.24 -0.01
C 0.12 0.23 0.12
O -0.02 0.06 -0.13
C -0.51 0.01 0.50
N -0.15 -0.05 0.00
C 0.31 0.23 0.06
C 0.02 0.15 -0.03
N 0.04 -0.06 0.26
C 0.05 -0.03 0.06
C -0.20 -0.12 -0.01
C 0.03 0.07 -0.09
C -0.01 -0.07 0.08
C -0.02 -0.10 0.05
C 0.07 -0.04 -0.03
C -0.04 0.03 0.02
C -0.05 0.24 0.11
C -0.02 0.03 0.02
C 0.06 -0.04 -0.06
C 0.03 0.06 0.12
C 0.07 0.05 0.12
C -0.04 -0.04 -0.13
C -0.12 -0.08 -0.29
C 0.05 -0.29 -0.24
N 0.53 0.45 -0.40
C -0.23 -0.39 0.23
S -0.27 -0.64 -0.20
H -0.03 -0.08 0.10
H 0.04 -0.06 -0.05
H 0.07 0.06 0.09
H 0.07 0.03 -0.09
H 0.08 0.26 0.15
H -0.03 -0.12 0.01
H -0.03 -0.07 0.05
H -0.06 -0.09 0.04
H 0.04 0.04 0.00
H -0.02 -0.02 -0.07
H -0.09 0.00 0.01
H 0.03 0.03 0.11
H 0.07 -0.03 -0.08
H -0.04 0.07 -0.13
H 0.01 0.09 0.05
H 0.12 -0.06 0.05
H -0.11 0.09 0.05
H -0.07 -0.04 0.05
H 0.00 -0.09 0.01
H 0.05 -0.05 -0.05
H 0.08 0.05 -0.11
H 0.04 -0.06 -0.12
H 0.08 -0.01 -0.03
H 0.06 0.04 0.05
H -0.02 0.04 0.08
H -0.14 0.01 0.00
H -0.01 0.05 -0.11
H -0.12 -0.07 -0.02
H -0.02 -0.02 0.02
H 0.14 0.08 -0.11

Computed properties:
**Frontier orbital gap**: 8.252 eV
**SMILES**: CCn1c(C)c(C(C)=O)c(N2CCN(C(c3ccccc3)c3ccccc3)CC2)nc1=S
**Energy relative to the best compared isomer or geometry (same formula, charge and spin)**: 0.132 eV
**E_tot**: -1701.21824 a.u.